[1]
ORCA calculation (ωB97M-V/def2-TZVPD) on C28H66IInN2O5P as an isolated structure at a distorted geometry.

Output
E_LUMO ... 2.3 eV
Kohn-Sham gap ... 6.057 eV
HOMO energy ... -3.76 eV
F_max ... 0.02131 Eh/bohr
Charge ... -1
Calculated total energy ... -65884.04140 eV

Last column: Mulliken charge in e.
Cartesian coordinates (Å):
C -5.2651 -2.1089 4.1291  -0.727
O -5.2496 -1.0881 3.1522  -0.382
C -5.3805 -1.5408 1.8161  -0.526
C -4.9839 -0.4186 0.8659  -0.058
C -5.4248 -0.7246 -0.5819  -1.366
C -4.2982 -0.9667 -1.5904  0.109
C -3.5993 0.3120 -2.0733  -0.900
C -2.4433 0.8485 -1.2079  0.567
C -1.2479 1.2732 -2.0591  -0.847
C -0.6212 0.1526 -2.8866  0.296
C 0.4636 -0.6712 -2.1595  -1.612
In -0.1645 -2.5091 -1.0777  0.934
C 1.6074 -3.8210 -0.7629  -1.353
C -0.8550 -1.9243 0.9664  0.078
C -0.9534 -3.1192 1.9132  -0.316
C -1.5068 -2.7834 3.3116  -0.979
I 0.0552 -2.0822 4.6165  -0.061
P -1.8540 -3.9102 -2.3725  0.140
C -3.2684 -4.2996 -1.2142  -0.575
C -2.7593 -2.8100 -3.5720  -0.711
H -5.3174 -3.1057 3.6778  0.334
H -6.1319 -1.9752 4.7883  0.279
H -4.3552 -2.0464 4.7366  0.235
H -4.7528 -2.4299 1.6517  0.219
H -6.4251 -1.8401 1.6296  0.367
H -3.8978 -0.2902 0.9073  -0.097
H -5.4439 0.5024 1.2352  0.336
H -6.0659 -1.6170 -0.5663  0.541
H -6.0570 0.0876 -0.9606  0.370
H -3.5604 -1.6659 -1.1736  -0.453
H -4.7332 -1.4723 -2.4614  0.665
H -4.3616 1.0976 -2.1742  0.456
H -3.2264 0.1284 -3.0875  0.648
H -2.7893 1.7230 -0.6410  0.408
H -2.1217 0.1172 -0.4584  -0.697
H -1.5897 2.0740 -2.7334  -0.038
H -0.4779 1.7271 -1.4223  0.382
H -1.4232 -0.5167 -3.2208  -0.282
H -0.1994 0.5922 -3.8012  0.457
H 0.9433 -0.0476 -1.3887  0.358
H 1.2576 -0.9162 -2.8752  0.357
H 1.6439 -4.2200 0.2578  0.157
H 2.5422 -3.2909 -0.9736  0.291
H 1.5494 -4.6780 -1.4456  0.293
H -1.8311 -1.4189 0.9149  -0.646
H -0.1245 -1.1947 1.3449  0.400
H 0.0364 -3.5721 2.0287  0.171
H -1.6240 -3.8775 1.4841  0.105
H -1.9846 -3.6267 3.8120  0.523
H -2.2086 -1.9468 3.2722  0.252
H -3.4463 -3.5550 -0.4303  -0.285
H -3.0720 -5.2723 -0.7543  0.392
H -4.1895 -4.3865 -1.8034  0.288
H -2.0896 -2.5469 -4.3946  0.385
H -3.6024 -3.3705 -3.9939  0.394
H -3.1588 -1.8837 -3.1322  -0.285
C -0.0758 9.1323 -3.0531  -0.746
O -0.9861 8.2094 -3.6099  -0.354
C -0.8400 8.0131 -5.0109  -0.789
C -0.4061 6.5956 -5.3138  -0.188
N 0.9508 6.3567 -4.8471  -0.309
C 1.4025 4.9742 -4.9744  -1.145
C 0.6839 3.9146 -4.1478  -0.111
O 0.8777 4.0516 -2.7549  -0.413
C -0.0425 4.8856 -2.0841  -0.693
H -0.3342 9.2454 -2.0016  0.250
H 0.9606 8.7850 -3.1264  0.309
H -0.1508 10.1102 -3.5412  0.352
H -0.1171 8.7253 -5.4213  0.412
H -1.8104 8.2008 -5.4795  0.384
H -0.4368 6.4442 -6.3975  0.369
H -1.1429 5.9157 -4.8637  0.158
H 1.0157 6.6342 -3.8755  0.154
H 2.4607 4.9461 -4.7036  0.397
H 1.3369 4.6890 -6.0300  0.439
H 1.1035 2.9417 -4.4158  0.374
H -0.3886 3.8694 -4.3743  0.283
H -1.0191 4.8902 -2.5771  0.266
H 0.3166 5.9176 -2.0043  0.298
H -0.1674 4.4931 -1.0746  0.325
C 4.3793 -4.6043 2.8652  -0.545
O 4.9083 -3.3122 2.6519  -0.380
C 4.0661 -2.2618 3.1175  -0.674
C 4.7566 -1.4761 4.2098  -0.241
N 4.9172 -2.2826 5.4122  -0.280
C 5.7261 -1.6690 6.4547  -0.724
C 7.1969 -1.4047 6.1490  -0.462
O 7.9663 -2.5807 5.9709  -0.419
C 8.0109 -3.0837 4.6485  -0.554
H 5.0668 -5.3142 2.4071  0.260
H 4.2837 -4.8398 3.9322  0.309
H 3.3976 -4.7141 2.3948  0.149
H 3.1126 -2.6602 3.4722  0.273
H 3.8580 -1.5986 2.2738  0.375
H 4.1514 -0.5969 4.4509  0.411
H 5.7156 -1.1206 3.8054  0.183
H 5.3215 -3.1745 5.1563  0.115
H 5.6806 -2.3144 7.3360  0.374
H 5.2612 -0.7171 6.7341  0.391
H 7.6291 -0.8878 7.0105  0.352
H 7.3204 -0.7445 5.2820  0.328
H 7.9546 -2.2788 3.9104  0.273
H 7.2045 -3.7939 4.4473  0.198
H 8.9611 -3.6048 4.5278  0.277

Forces on the atoms, in the same order (eV/Å):
-0.061 0.069 0.075
0.244 -0.046 0.013
-0.071 0.032 -0.046
-0.015 -0.152 -0.069
-0.048 -0.098 0.085
-0.309 0.254 0.323
-0.192 0.059 0.034
-0.051 0.075 0.130
0.026 0.291 -0.040
0.195 -0.256 -0.050
-0.088 0.135 0.102
0.404 0.235 0.161
-0.159 -0.130 -0.136
-0.156 -0.126 0.031
-0.106 0.345 0.156
-0.073 0.110 -0.360
-0.062 -0.026 0.082
-0.133 -0.331 -0.283
-0.020 0.034 0.038
-0.075 0.387 0.047
0.015 0.066 0.040
0.068 -0.071 -0.074
-0.087 -0.027 -0.067
-0.008 0.091 -0.037
0.067 0.033 -0.002
-0.132 0.085 0.080
0.067 -0.044 -0.028
0.050 0.085 -0.007
0.036 -0.070 0.045
-0.123 0.210 -0.049
-0.119 0.152 0.285
0.065 -0.078 -0.069
-0.050 0.099 0.163
0.035 -0.130 0.028
-0.031 -0.058 -0.225
-0.001 -0.058 0.043
-0.065 -0.036 -0.071
0.225 0.143 -0.125
-0.041 0.039 0.050
-0.003 0.000 -0.166
-0.069 -0.135 0.120
0.068 0.069 -0.059
-0.050 -0.022 0.097
0.035 0.085 0.077
0.119 -0.064 0.097
-0.123 -0.042 0.002
-0.163 -0.191 -0.079
0.092 0.004 0.051
0.215 0.033 0.077
0.053 -0.136 -0.035
0.028 -0.171 0.003
-0.065 0.121 0.086
0.077 -0.058 0.063
0.007 -0.035 0.030
0.065 0.016 -0.007
0.548 -0.724 -0.613
-0.040 -0.005 0.012
0.071 -0.009 0.025
-0.048 0.003 -0.063
0.057 -0.012 0.086
-0.069 0.016 0.037
0.059 0.047 -0.011
0.004 -0.161 -0.035
0.032 0.126 -0.014
0.021 -0.073 0.092
-0.005 -0.010 -0.002
0.006 0.018 -0.034
0.012 0.012 0.004
0.025 -0.030 -0.003
-0.004 0.017 0.013
0.002 -0.024 -0.001
-0.041 0.010 -0.043
-0.001 -0.018 0.014
-0.004 -0.010 -0.006
-0.014 0.002 -0.005
-0.016 -0.008 0.021
-0.001 0.052 0.000
-0.005 0.002 -0.007
-0.043 0.021 -0.045
-0.005 -0.015 -0.010
-0.045 -0.016 -0.097
0.076 -0.036 0.215
-0.068 0.076 -0.164
0.057 -0.099 0.033
0.096 0.042 -0.054
-0.068 -0.076 0.004
0.015 0.075 0.060
-0.005 -0.003 -0.039
0.040 -0.060 0.051
0.004 0.010 -0.005
-0.025 0.026 0.008
0.002 -0.012 -0.011
0.005 0.002 0.052
-0.027 -0.014 -0.012
-0.003 0.000 0.014
-0.026 0.064 -0.028
-0.034 -0.026 0.003
0.010 0.015 0.006
0.002 0.013 -0.009
0.014 -0.011 -0.003
-0.036 -0.025 -0.020
-0.011 0.002 -0.011
-0.026 0.047 -0.049
0.002 0.011 0.013

[2]
ORCA calculation (ωB97M-V/def2-TZVPD) on C28H67BI2N4O6P as an isolated structure at a distorted geometry.

Output
E_LUMO ... 2.4 eV
Kohn-Sham gap ... 6.111 eV
HOMO energy ... -3.75 eV
F_max ... 0.01948 Eh/bohr
Charge ... -1
Calculated total energy ... -74532.19892 eV

Last column: Mulliken charge in e.
Cartesian coordinates (Å):
C 2.7801 -4.1829 1.2793  -1.088
C 3.6831 -3.3829 2.2299  -0.366
C 3.8829 -1.9132 1.8244  -0.200
C 4.1400 -0.9151 2.9687  -0.928
C 3.4658 -1.2196 4.3138  -1.259
C 1.9365 -1.4529 4.2939  -0.879
C 1.1448 -0.7740 3.1617  1.814
C -0.2631 -0.3261 3.5506  -2.476
P -1.5642 -0.1479 2.1400  1.620
C -1.3993 1.7840 2.0559  -1.195
C -0.0298 2.4762 1.8668  -0.156
C 0.5278 2.1836 0.5036  0.066
O 0.1962 2.7426 -0.4966  -0.480
O 1.4880 1.1954 0.4694  -0.438
B -1.9635 -2.1239 2.1554  0.390
O -3.2904 -2.5339 2.0384  -0.592
N -0.9585 -3.2310 2.2922  0.570
C -1.2480 -4.2497 1.2771  -1.177
C -1.0267 -3.8358 3.6184  -1.287
C -3.0189 0.0196 0.7051  -0.624
I -4.8032 0.8671 1.4339  -0.014
C -2.9296 -0.3695 -0.5563  0.299
C -1.6668 -0.9415 -1.1792  -0.153
I -4.4937 -0.2878 -1.9925  -0.076
H 2.1015 -4.8384 1.8312  0.231
H 3.3585 -4.8159 0.5989  0.392
H 2.1502 -3.5181 0.6777  0.148
H 4.6681 -3.8665 2.2566  0.480
H 3.2618 -3.4375 3.2354  0.187
H 4.7436 -1.8631 1.1432  0.543
H 3.0247 -1.5704 1.2364  -0.098
H 3.8033 0.0701 2.6262  0.238
H 5.2198 -0.8125 3.1402  0.504
H 3.6920 -0.3870 4.9923  0.438
H 3.9538 -2.0994 4.7530  0.372
H 1.7288 -2.5301 4.2734  0.175
H 1.5303 -1.0995 5.2522  0.543
H 1.7086 0.0736 2.7666  0.120
H 1.0436 -1.4857 2.3311  -0.457
H -0.6856 -1.0468 4.2673  0.609
H -0.2116 0.6296 4.0958  0.654
H -2.6250 0.0059 3.1774  -0.272
H -0.5457 -0.2784 1.0680  -0.823
H -1.8657 2.1876 2.9640  0.516
H -2.0117 2.1314 1.2139  0.365
H -0.2032 3.5611 1.8885  0.300
H 0.6933 2.2382 2.6518  0.221
H 1.0482 0.3674 0.1992  0.201
H -3.8571 -2.1955 2.7416  0.272
H -2.0605 -4.9339 1.5718  0.351
H -1.5556 -3.7774 0.3385  0.342
H -0.3443 -4.8392 1.0770  0.172
H -0.5942 -4.8441 3.5804  0.379
H -2.0595 -3.9466 3.9940  0.288
H -0.4505 -3.2523 4.3404  0.244
H -1.8468 -1.3091 -2.1892  0.634
H -1.2815 -1.7716 -0.5758  -0.382
H -0.8910 -0.1714 -1.2473  -0.349
C 0.4503 3.3829 -3.5691  -1.503
C 1.0353 1.9805 -3.6721  1.079
C 2.1278 1.8104 -4.7297  -0.985
O 1.6632 1.7487 -6.0703  -0.332
C 1.3825 2.9952 -6.6658  -0.712
N -0.0562 1.0198 -3.8514  -0.526
H -0.2678 3.5906 -4.3655  0.346
H -0.0693 3.4521 -2.6161  0.319
H 1.2305 4.1476 -3.6000  0.336
H 1.5045 1.7655 -2.7067  0.014
H 2.6192 0.8493 -4.5551  0.303
H 2.8895 2.5981 -4.6414  0.492
H 2.0856 3.7629 -6.3235  0.306
H 0.3667 3.3402 -6.4546  0.247
H 1.4920 2.8728 -7.7438  0.248
H 0.3106 0.0749 -3.7653  0.143
H -0.3806 1.0969 -4.8118  0.311
C -4.5564 7.0380 2.5987  -1.484
C -3.4520 6.2200 1.9376  0.269
C -3.7286 4.7157 1.8912  -0.461
O -3.5719 4.0551 3.1278  -0.154
C -4.6711 4.0954 4.0053  -0.889
N -2.1722 6.5378 2.5789  -0.768
H -4.5091 6.9557 3.6857  0.298
H -4.4435 8.0924 2.3464  0.368
H -5.5443 6.7074 2.2723  0.330
H -3.3762 6.5433 0.8939  0.420
H -2.9963 4.2522 1.2250  0.137
H -4.7238 4.5062 1.4761  0.435
H -5.6177 4.0859 3.4528  0.374
H -4.6546 4.9723 4.6615  0.235
H -4.6203 3.1974 4.6213  0.274
H -1.4197 6.0998 2.0559  0.269
H -2.1594 6.0771 3.4853  0.360
C 1.6799 -4.9656 -5.6975  -1.469
C 1.0724 -3.5690 -5.7921  0.250
C 1.9569 -2.4613 -5.2113  -0.579
O 1.9909 -2.3969 -3.8023  -0.179
C 2.8588 -3.3048 -3.1580  -0.613
N -0.2687 -3.5975 -5.2092  -0.710
H 1.5796 -5.3709 -4.6900  0.295
H 1.1582 -5.6432 -6.3729  0.365
H 2.7391 -4.9604 -5.9627  0.335
H 0.9575 -3.3284 -6.8547  0.427
H 1.5444 -1.5001 -5.5316  0.156
H 2.9782 -2.5272 -5.6140  0.459
H 3.7643 -3.4722 -3.7524  0.351
H 2.3823 -4.2691 -2.9607  0.219
H 3.1377 -2.8607 -2.2046  0.101
H -0.7464 -2.7198 -5.3872  0.285
H -0.1818 -3.6485 -4.1977  0.297

Forces on the atoms, in the same order (eV/Å):
-0.093 -0.002 -0.133
0.128 -0.035 -0.046
0.152 -0.030 -0.204
-0.035 0.124 -0.009
0.023 -0.058 -0.038
-0.115 0.107 0.223
-0.037 -0.179 -0.273
-0.004 0.125 0.132
0.307 -0.053 0.696
-0.111 0.163 -0.091
-0.069 0.277 0.099
0.135 -0.352 0.531
-0.202 0.309 -0.376
0.115 -0.290 -0.128
0.157 0.289 -0.016
0.166 -0.661 0.734
-0.417 -0.015 -0.536
0.040 -0.131 -0.059
0.189 -0.081 0.120
-0.056 -0.062 -0.176
-0.153 -0.027 0.070
0.328 -0.015 -0.100
0.054 -0.037 0.109
-0.176 0.062 -0.109
0.070 0.017 -0.034
-0.060 0.120 -0.021
0.046 -0.089 0.082
-0.139 0.022 0.266
0.115 -0.004 -0.133
-0.181 0.053 -0.032
-0.007 -0.095 0.193
0.119 -0.095 0.002
-0.117 -0.091 0.053
-0.015 -0.057 -0.127
-0.064 0.116 0.048
-0.017 0.151 -0.029
0.095 -0.057 -0.090
-0.090 0.039 0.031
0.088 0.099 0.085
-0.055 0.046 -0.105
-0.030 -0.110 -0.021
-0.006 0.094 -0.146
-0.001 -0.057 -0.035
0.098 -0.091 -0.101
-0.014 -0.058 0.138
0.037 -0.128 0.056
-0.071 -0.178 -0.130
0.072 0.167 0.163
-0.103 0.519 -0.539
0.072 0.104 -0.054
0.082 -0.070 0.053
-0.103 -0.011 0.025
0.032 0.160 0.025
0.082 -0.034 -0.047
-0.109 -0.017 0.004
-0.028 0.007 0.097
0.016 0.138 -0.039
-0.115 -0.080 -0.018
-0.081 0.023 0.042
-0.095 0.014 -0.038
0.099 -0.089 0.068
-0.003 0.006 -0.033
0.026 0.002 -0.024
0.182 -0.091 -0.096
0.042 -0.053 -0.030
-0.027 0.102 -0.098
0.014 -0.012 0.009
0.018 -0.012 -0.008
0.001 -0.003 -0.041
-0.034 0.019 0.032
-0.004 0.011 -0.016
0.016 -0.001 0.021
-0.012 0.009 -0.003
-0.051 -0.008 0.091
-0.092 -0.006 0.040
-0.002 0.017 0.006
0.014 0.061 0.008
0.017 -0.121 -0.103
0.098 0.200 0.173
-0.058 -0.129 -0.059
0.011 -0.056 -0.014
-0.013 -0.026 -0.011
0.023 0.007 0.028
0.000 -0.001 -0.001
-0.027 -0.024 -0.011
-0.009 -0.030 0.020
-0.005 0.049 0.008
-0.009 -0.005 0.018
-0.006 0.016 -0.038
-0.017 0.000 0.006
0.003 0.034 -0.025
-0.001 0.017 0.002
0.008 -0.013 -0.021
-0.039 -0.107 0.042
-0.031 0.177 -0.122
-0.081 0.018 0.058
0.041 0.030 0.008
0.022 0.108 0.024
0.020 0.017 0.003
-0.024 -0.007 0.025
0.000 0.003 0.001
0.032 0.019 0.001
0.013 0.013 0.028
-0.001 -0.066 0.013
0.001 -0.010 0.017
0.003 0.002 -0.039
0.020 0.003 0.048
-0.019 -0.019 -0.043
-0.011 -0.047 -0.010